Here is C4H6N2O in the gas phase at a distorted geometry from the OMol25 dataset. Energies are from ωB97M-V with the def2-TZVPD basis set.

CARTESIAN COORDINATES (ANGSTROEM)
N: -1.97062 0.44881 -0.46546
C: -0.66900 0.40011 -0.00858
C: -0.11202 -0.92072 0.12974
O: -0.81756 -1.98582 -0.17939
N: 1.23717 -0.89060 0.24840
C: 1.65760 0.43226 0.08034
C: 0.58561 1.23762 -0.09567
H: -2.29864 1.40899 -0.50293
H: -1.06917 0.10007 1.09381
H: -1.67292 -1.56853 -0.47903
H: 1.83129 -1.70464 0.27920
H: 2.71658 0.65866 0.16572
H: 0.61806 2.31130 -0.23992

Cartesian forces, eV/Å:
-0.1 0.1 -1.0
0.1 -0.3 0.5
0.1 -0.3 -0.9
-0.1 0.3 0.4
-0.4 -0.3 0.0
-0.3 0.3 0.1
-0.2 0.0 0.5
0.0 -0.2 0.0
1.5 0.5 0.4
-0.1 0.0 -0.1
-0.1 0.1 0.1
-0.3 0.0 -0.1
0.0 -0.2 0.1

The value obtained for the electronic energy is -340.63808 Eh. Its multiplicity is 1. The energy relative to the best compared isomer or geometry (same formula, charge and spin) comes out at 98.4 kcal/mol. The calculation puts the HOMO-LUMO gap at 7.44 eV. Its LUMO energy is 0.650 eV.

Electronic structure analysis, Mulliken charges in units of e: -0.98 1.25 -0.68 -0.49 0.02 -0.40 -0.44 0.16 0.17 0.42 0.24 0.39 0.35

---

Here is 17 unconnected molecules or ions with the total composition C68H102O51 at a distorted geometry from the OMol25 dataset. Energies are from ωB97M-V with the def2-TZVPD basis set.

CARTESIAN COORDINATES (ANGSTROEM)
C: 1.63605 -2.72379 6.07075
C: 2.04851 -4.00089 5.24050
C: 3.30526 -3.98567 4.39292
O: 3.61870 -5.45913 4.43033
C: 3.33654 -5.85977 5.65681
O: 3.83164 -6.78353 6.23007
O: 2.48412 -4.91200 6.20018
H: 0.99673 -2.97371 6.91746
H: 0.88803 -2.09930 5.58231
H: 2.53959 -2.20107 6.38453
H: 1.24530 -4.47031 4.67252
H: 4.16861 -3.34075 4.55660
H: 3.01850 -3.71957 3.37554
C: 3.30741 6.62279 -5.28014
C: 2.21464 5.54069 -5.25161
C: 0.79913 6.13286 -5.66435
O: 0.61819 5.45067 -6.95357
C: 1.64197 4.68022 -7.34433
O: 1.80540 3.97360 -8.33641
O: 2.53861 4.60409 -6.26448
H: 3.46075 6.92260 -6.31681
H: 4.21279 6.30570 -4.76260
H: 2.90947 7.43259 -4.66862
H: 2.18667 5.15468 -4.23263
H: 0.85057 7.22154 -5.67949
H: 0.08220 5.62313 -5.02070
C: 0.89666 1.00971 -1.15639
C: -0.33293 1.08411 -0.25541
C: -1.53241 0.53001 -0.93442
O: -2.07069 -0.31146 -0.02529
C: -1.30296 -0.49213 1.04549
O: -1.49613 -1.23271 2.00341
O: -0.17212 0.19373 0.85322
H: 0.75139 1.08386 -2.23412
H: 1.42205 0.05621 -1.10250
H: 1.64783 1.73664 -0.84753
H: -0.53263 2.08780 0.11986
H: -1.27516 0.03681 -1.87180
H: -2.31452 1.17259 -1.33878
C: 5.68395 4.95847 -1.91493
C: 4.99096 3.83198 -1.13483
C: 5.65603 3.46825 0.29009
O: 4.61757 3.74307 1.18311
C: 3.50592 4.10151 0.61937
O: 2.51201 4.55026 1.20366
O: 3.70521 4.27553 -0.73736
H: 5.50657 5.88799 -1.37396
H: 5.42887 4.87412 -2.97130
H: 6.75801 4.79711 -2.00686
H: 4.86243 3.04937 -1.88257
H: 6.51603 4.11538 0.46247
H: 6.02211 2.44172 0.27183
C: -7.40321 2.84381 -2.86560
C: -5.84365 2.61298 -2.70235
C: -5.29931 1.50052 -1.89584
O: -4.08383 1.22899 -2.75610
C: -4.27775 1.67377 -3.98676
O: -3.58423 1.55366 -5.00237
O: -5.55312 2.13091 -3.98418
H: -7.90548 1.88646 -3.00447
H: -7.60595 3.44834 -3.74965
H: -7.91531 3.31890 -2.02885
H: -5.48973 3.62950 -2.53054
H: -5.80903 0.58372 -1.59958
H: -5.08597 1.84368 -0.88350
C: -0.96808 -4.37769 2.44598
C: 0.00148 -4.84103 1.29254
C: 0.83950 -3.71223 0.56342
O: 2.06778 -4.41172 0.41011
C: 2.23221 -5.39796 1.20973
O: 3.31124 -5.97376 1.43588
O: 1.08130 -5.62948 1.89782
H: -1.93434 -4.03354 2.07721
H: -0.46292 -3.59882 3.01719
H: -1.21758 -5.12642 3.19782
H: -0.49960 -5.31372 0.44781
H: 0.96988 -2.82354 1.18094
H: 0.32003 -3.43506 -0.35387
C: 0.52495 7.30084 -1.00222
C: 0.10478 8.40603 0.09776
C: -1.39112 8.73845 -0.04418
O: -1.71547 8.76824 1.26489
C: -0.75054 8.32066 2.04646
O: -0.78754 8.41983 3.18122
O: 0.22104 7.88553 1.35734
H: 0.52908 7.64736 -2.03567
H: -0.07735 6.39240 -0.99413
H: 1.50185 6.92189 -0.70194
H: 0.70765 9.29762 -0.07463
H: -1.97362 8.12525 -0.73177
H: -1.51185 9.70353 -0.53625
C: -0.72624 -0.86668 -6.56293
C: 0.10567 0.46817 -6.75141
C: -0.77155 1.53812 -7.41388
O: -0.73108 2.61629 -6.43288
C: -0.06698 2.27571 -5.36332
O: 0.03588 2.94396 -4.35272
O: 0.51707 1.07822 -5.50548
H: -0.20988 -1.70841 -6.10145
H: -1.06920 -1.13982 -7.56086
H: -1.71110 -0.68689 -6.13187
H: 0.94106 0.32409 -7.43657
H: -1.78548 1.19480 -7.61928
H: -0.09408 1.89916 -8.18768
C: 5.88364 -0.31322 2.29190
C: 4.52530 0.42394 2.06817
C: 3.53159 -0.16755 1.11794
O: 2.49452 -0.45419 1.97421
C: 2.76666 -0.10296 3.25466
O: 1.87578 -0.07474 4.11978
O: 3.92987 0.34348 3.39715
H: 6.64045 -0.02669 1.56167
H: 5.84454 -1.40236 2.31037
H: 6.25310 0.06999 3.24309
H: 4.60396 1.49335 1.87249
H: 4.02024 -1.02791 0.66067
H: 3.26407 0.56589 0.35728
C: -3.58791 -4.55406 -3.30947
C: -3.64674 -4.84247 -1.73988
C: -2.87919 -4.00439 -0.86493
O: -3.78013 -3.75854 0.21729
C: -4.94609 -4.27848 -0.00926
O: -5.87417 -4.32040 0.77120
O: -4.98110 -4.69503 -1.22575
H: -3.70661 -3.51519 -3.61730
H: -4.36282 -5.07940 -3.86771
H: -2.57657 -4.85735 -3.58020
H: -3.33630 -5.88677 -1.70578
H: -2.42528 -3.08575 -1.23665
H: -1.99271 -4.58776 -0.61608
C: -2.61854 -3.05685 6.07493
C: -1.89231 -4.50755 6.14286
C: -1.71848 -4.88707 7.63903
O: -2.83823 -5.63562 7.91820
C: -3.41549 -5.99725 6.83656
O: -4.42746 -6.70311 6.76858
O: -2.83727 -5.44161 5.78545
H: -3.44336 -3.18240 6.77637
H: -2.72857 -2.74901 5.03511
H: -1.99425 -2.31799 6.57734
H: -0.94935 -4.52966 5.59655
H: -1.78928 -3.92649 8.14929
H: -0.88684 -5.46544 8.04147
C: -7.52607 -3.47056 7.30097
C: -7.29772 -2.07625 6.97420
C: -6.48897 -1.21392 7.94685
O: -5.37604 -0.81540 7.07980
C: -5.49062 -1.30007 5.91020
O: -4.78127 -1.11209 4.97659
O: -6.57834 -1.99500 5.82648
H: -7.75871 -3.73333 8.33292
H: -6.61240 -4.06494 7.29663
H: -8.28209 -3.85760 6.61779
H: -8.32908 -1.74021 6.86718
H: -6.13272 -1.74444 8.82987
H: -7.11348 -0.38153 8.27123
C: 9.02513 -2.52610 -2.53606
C: 9.03257 -1.09360 -2.04058
C: 8.89325 -0.03736 -3.18018
O: 7.60168 0.42361 -2.92476
C: 7.12998 -0.00338 -1.72763
O: 6.08973 0.38721 -1.20160
O: 7.91284 -0.96167 -1.26452
H: 9.89010 -2.88346 -3.09483
H: 8.21955 -2.73651 -3.23952
H: 9.03266 -3.28238 -1.75115
H: 10.00574 -0.87531 -1.60080
H: 8.91659 -0.60745 -4.10892
H: 9.62731 0.74440 -2.98496
C: -3.54866 2.26938 6.05183
C: -2.19279 1.91859 5.58243
C: -1.99128 0.96035 4.45509
O: -1.53765 1.82395 3.38228
C: -1.36045 2.99169 3.83911
O: -0.85569 3.88814 3.22004
O: -1.69174 3.10823 5.17764
H: -3.43337 2.74836 7.02414
H: -4.25486 1.47609 6.29694
H: -3.98027 3.11990 5.52418
H: -1.50445 1.63513 6.37863
H: -2.97461 0.62097 4.12954
H: -1.32207 0.16491 4.78301
C: 5.34827 0.25031 -6.95891
C: 4.12535 0.65910 -6.12044
C: 4.23106 0.09394 -4.66760
O: 4.24749 1.21983 -3.78218
C: 4.11104 2.32596 -4.54734
O: 3.98899 3.46101 -4.09482
O: 4.28798 2.05394 -5.87016
H: 5.63895 -0.73386 -7.32634
H: 6.25355 0.48286 -6.39812
H: 5.40239 0.76049 -7.92062
H: 3.26438 0.34888 -6.71256
H: 5.19105 -0.27833 -4.30992
H: 3.58618 -0.68889 -4.26834
C: -0.41297 -7.07088 -3.71841
C: 0.63116 -6.03515 -4.18789
C: 0.20285 -5.10294 -5.31582
O: -0.08810 -3.85978 -4.71699
C: 0.56164 -3.88445 -3.47139
O: 0.57738 -2.93632 -2.78370
O: 0.80589 -5.18324 -3.08671
H: -0.71850 -7.69456 -4.55852
H: -1.23437 -6.57319 -3.20295
H: 0.20481 -7.68694 -3.06502
H: 1.42637 -6.70759 -4.50971
H: -0.71956 -5.52215 -5.71771
H: 0.90242 -5.03110 -6.14861
C: -5.21777 0.19067 2.17530
C: -5.59285 1.65573 2.46836
C: -4.48063 2.66342 2.45996
O: -5.03404 3.72493 1.66584
C: -6.35791 3.38229 1.27171
O: -7.18730 4.11810 0.77137
O: -6.60445 2.15552 1.63572
H: -5.42707 -0.13691 1.15697
H: -5.89306 -0.42784 2.76649
H: -4.22045 0.00148 2.57238
H: -5.85320 1.78057 3.51942
H: -3.60226 2.34444 1.89887
H: -4.20592 3.02044 3.45252

Cartesian forces, eV/Å:
-0.6 -0.8 -1.1
0.5 1.7 1.3
-1.1 -0.9 -2.3
0.6 2.0 -1.1
0.2 0.9 1.0
-0.9 0.3 -0.2
0.2 -2.6 2.1
0.7 -0.8 0.5
0.8 0.4 -0.9
-0.4 0.2 0.0
-0.2 0.3 -0.2
0.0 -0.4 1.1
0.1 -0.5 -0.3
-0.9 -0.3 0.6
0.3 1.9 -0.2
2.0 -3.1 0.0
-0.4 1.1 -1.4
1.4 -1.9 1.4
-1.0 2.2 2.1
-1.0 -0.4 -1.2
0.3 0.2 0.2
0.1 -0.2 -0.5
0.1 0.5 -0.2
-0.1 -0.8 -0.4
-0.6 -0.2 -0.5
-0.4 0.8 0.0
1.1 0.1 0.2
1.0 0.6 -0.9
-0.2 1.0 -2.9
-2.8 -2.5 1.9
1.1 -1.3 1.5
-0.2 1.5 -2.1
0.2 0.3 0.7
-0.6 0.7 0.1
-0.4 -0.4 0.5
-0.1 0.3 -0.2
0.3 0.0 0.2
0.4 -0.8 0.1
0.2 0.7 0.7
0.4 -0.7 0.4
1.1 0.3 0.1
0.2 0.3 -3.1
1.2 -1.5 2.1
-3.3 4.1 -0.6
2.6 -2.2 -1.6
-1.0 -0.6 0.9
0.0 0.3 -0.6
-0.8 0.7 0.2
0.3 -0.1 0.7
0.1 -0.7 0.8
-0.2 0.2 0.3
-0.5 -0.2 0.4
0.2 -0.7 0.9
-4.7 0.5 -1.0
1.5 0.4 1.1
0.9 -0.7 2.2
-0.5 -0.9 -2.7
-1.4 0.2 3.2
1.3 1.2 -2.6
0.1 -0.1 -0.1
0.4 0.0 0.0
0.4 0.1 0.2
1.0 -0.3 0.2
-0.5 -0.2 -1.4
1.3 0.3 -0.1
0.8 -0.2 -0.7
0.2 1.5 1.3
-1.6 -1.0 1.7
0.7 2.5 -2.9
2.7 -2.8 3.0
-3.4 1.5 -1.0
-0.7 -0.3 -0.8
0.2 0.3 -0.2
-0.1 0.4 -0.2
0.3 -0.6 -0.4
0.0 -1.1 0.5
0.2 0.0 0.1
0.8 -0.1 -0.3
0.3 0.5 1.6
0.0 -2.0 -5.4
1.6 0.9 -2.3
-3.7 0.8 0.9
-1.5 0.9 -1.1
-0.3 0.0 5.8
3.5 -1.6 -1.2
0.1 0.4 0.2
-0.5 0.3 0.4
0.3 0.2 -0.3
0.2 0.0 0.4
-0.1 -1.0 0.7
0.1 0.5 0.4
0.3 1.2 -0.6
-1.7 -1.5 0.5
1.9 0.7 1.0
-1.4 0.1 -1.1
0.4 0.7 2.1
0.0 -0.7 -1.3
0.3 -1.1 -0.5
0.0 0.3 0.1
0.6 -0.3 -0.4
0.3 0.3 0.9
0.4 -0.3 0.6
0.2 0.5 -0.2
-1.2 0.3 -0.9
-0.1 1.4 -0.5
2.8 0.2 1.1
1.6 0.2 -0.3
-1.9 -1.3 0.4
-6.4 0.1 1.9
2.2 -0.8 -1.9
2.7 0.9 -0.4
-0.2 0.0 -0.3
-0.5 0.1 0.0
0.0 -0.3 0.1
0.6 -0.1 0.2
-0.6 -0.4 -0.2
-0.3 -0.2 0.0
0.0 0.3 1.5
-2.2 -0.8 -4.4
2.1 1.1 1.3
3.2 1.2 1.7
-2.9 0.2 2.4
1.3 0.2 -0.9
-0.6 -1.9 -3.4
0.1 0.2 0.5
0.3 -0.5 0.3
-0.1 -0.1 -0.4
-0.3 -0.2 0.6
-0.8 0.4 -0.2
-0.1 0.1 1.0
2.2 -1.9 0.5
0.2 2.5 1.8
1.5 1.9 0.3
-0.4 -0.3 2.7
-4.6 -2.6 -1.8
2.5 1.6 0.2
-0.3 -1.1 -2.6
-0.7 0.2 -0.8
-0.9 -0.1 0.3
0.4 0.1 -0.1
-0.3 -0.3 -0.3
0.2 -0.2 0.6
0.5 0.3 -0.7
0.6 -2.9 1.1
-1.4 0.6 2.2
-0.1 -0.2 -0.5
0.6 1.9 4.6
-0.2 -0.1 -2.3
1.2 0.4 -0.5
-1.5 -1.5 -3.1
-1.0 0.8 0.2
0.3 -0.1 -1.0
0.2 -0.4 0.2
0.2 1.1 -0.5
0.3 0.0 -0.2
0.6 0.4 -0.1
0.6 -1.2 -0.6
2.4 -1.4 -2.4
0.1 -1.7 1.4
-1.6 1.3 0.0
-2.7 1.1 0.4
2.6 -0.9 -1.3
-0.7 0.6 2.1
0.5 0.8 -0.2
-0.5 0.2 0.3
-0.6 0.4 0.4
-0.4 -0.1 1.1
0.3 0.8 -0.3
-0.1 0.1 -0.8
-1.5 0.1 2.1
0.3 -1.0 2.0
-1.6 -0.1 -0.7
-0.4 -3.9 -0.4
2.2 4.5 1.1
-0.7 -0.1 0.2
1.8 2.3 -2.9
0.3 0.0 0.3
0.0 -0.2 -0.6
-0.2 -0.5 -0.7
-0.5 -0.5 0.6
0.3 -0.8 0.1
0.2 0.0 -1.0
1.4 0.3 -0.4
2.1 -1.7 0.4
1.2 -0.8 1.3
-1.8 1.4 -1.0
0.4 2.6 1.1
0.3 -2.8 -1.1
-1.2 0.1 0.4
-1.3 -0.9 0.7
0.0 0.6 0.1
-0.3 0.7 0.2
-0.6 0.7 0.6
0.6 -0.7 -1.5
-0.9 0.5 -0.6
1.0 0.4 -0.4
-1.8 -1.5 -0.6
-1.1 -1.1 -0.8
1.8 -0.4 1.2
-2.5 -1.1 -0.8
0.8 0.8 0.9
1.5 1.8 -0.2
-0.3 0.1 0.1
-0.1 -0.3 -0.1
-0.7 -0.2 0.4
1.0 0.9 0.4
-0.1 0.3 -0.3
0.3 0.3 0.2
-1.2 0.5 0.9
1.1 -1.4 1.6
0.8 0.7 -2.2
-2.2 0.5 -0.7
0.2 2.9 0.3
2.2 -1.1 0.4
-0.7 -1.3 -0.1
0.7 0.4 -0.2
0.1 -0.1 0.1
0.0 -0.2 -0.6
-1.2 -0.8 0.0
0.2 -0.2 0.3
-0.1 0.1 -0.2

The value obtained for the electronic energy is -6489.43579 Eh. Its multiplicity is 1. The energy relative to the best compared isomer or geometry (same formula, charge and spin) comes out at 225.8 kcal/mol. The calculation puts the HOMO-LUMO gap at 9.87 eV. Its LUMO energy is -0.303 eV.

Atom charges from the Mulliken analysis, given in e for atoms 1 to 99: -1.25 1.25 0.07 -0.36 0.51 -0.58 -0.47 0.41 0.01 0.43 -0.19 0.38 -0.25 -1.36 0.74 -0.28 -0.39 0.57 -0.61 -0.21 0.38 0.12 0.41 0.09 0.33 0.30 -0.97 1.36 -0.59 -0.02 -0.04 -0.25 -0.14 0.07 0.28 -0.27 0.40 0.16 0.10 -1.50 1.59 0.22 -0.39 0.43 -0.62 -0.03 0.45 0.10 0.39 -0.90 0.36 -0.02 -1.56 0.41 0.37 -0.11 0.40 -0.59 -0.37 0.38 0.40 0.34 0.29 0.32 -0.39 -0.45 0.33 1.58 -0.47 0.44 -0.64 -0.47 0.08 -0.25 0.60 0.30 -0.55 -0.37 -1.42 0.47 -0.39 -0.39 0.68 -0.51 -0.33 0.44 0.38 0.23 0.23 0.30 0.28 -1.70 0.59 -0.58 -0.34 0.42 -0.57 0.08 0.27